C3H2O2Sc as an isolated structure at a distorted geometry. Source: the OMol25 dataset; level of theory: ωB97M-V/def2-TZVPD.

Geometry as XYZ:
```
8
Properties=species:S:1:pos:R:3:forces:R:3:nbo_charge:R:1
O -0.614 -0.399 1.766 3.44 2.67 -1.28 -0.6716
C 0.327 0.080 0.927 -2.64 -5.54 -0.28 0.3512
C -0.197 0.384 -0.441 -0.84 2.26 4.66 -0.8438
C 0.365 -0.056 -1.564 3.05 -1.32 -3.74 0.8449
O 0.824 -0.562 -2.493 -1.65 1.58 2.58 -0.1928
Sc -2.130 -0.560 0.555 -1.04 -0.02 -0.60 1.8169
H 1.331 -0.371 0.985 0.23 1.23 0.92 0.2830
H 0.092 1.484 0.264 -0.55 -0.85 -2.26 0.4122
```
Forces are in eV/Å.

Output
energy relative to the best compared isomer or geometry (same formula, charge and spin) = 107.9 kJ/mol
LUMO (alpha / beta) = -11.50 / -11.36 eV
net charge = +2
Kohn-Sham gap (alpha / beta) = 0.23165 / 0.35542 Eh
2S+1 = 2
strongest force on any atom = 6.1 eV/Å